{
  "formula": "C25H42BrNOP2Pt",
  "method": "ωB97M-V with the def2-TZVPD basis set",
  "symbols": ["N", "C", "C", "C", "C", "C", "C", "Pt", "P", "C", "C", "C", "C", "C", "C", "C", "Br", "H", "H", "H", "H", "H", "H", "H", "H", "H", "H", "P", "C", "C", "H", "H", "H", "H", "H", "C", "C", "H", "H", "H", "H", "H", "C", "C", "H", "H", "H", "H", "H", "C", "C", "H", "H", "H", "H", "H", "C", "C", "H", "H", "H", "H", "H", "C", "C", "H", "H", "H", "H", "H", "O", "H", "H"],
  "positions_angstrom": [[-4.905645, -1.144097, 3.698541], [-3.698648, -0.673092, 3.988331], [-3.142547, 0.289931, 3.144199], [-3.834011, 0.634624, 1.952423], [-5.106359, 0.094287, 1.617537], [-5.535174, -0.919800, 2.544105], [-3.050534, 1.372132, 0.981052], [0.078304, 0.659155, -2.468894], [2.357984, 0.508808, -2.310515], [-3.188034, 1.363617, -0.398491], [-2.381403, 2.151590, -1.355701], [-2.356270, 1.862335, -2.756837], [-1.141585, 2.157177, -3.441490], [-0.098365, 2.814353, -2.717132], [-0.440212, 3.514630, -1.538547], [-1.597298, 3.208203, -0.829645], [1.403239, 3.768088, -3.883008], [-2.059253, 1.688768, 1.314324], [-3.667798, 0.481048, -0.884336], [-2.285151, 0.886343, 3.433228], [-5.732799, 0.606544, 0.833651], [-3.249591, -0.986813, 4.936506], [-6.452900, -1.487251, 2.298265], [-3.321277, 1.894235, -3.242705], [-2.034708, 3.837974, -0.034323], [-0.923756, 2.030824, -4.480532], [0.343559, 4.174673, -1.193821], [-0.290042, -1.548632, -1.299820], [2.416900, 1.902421, -1.060998], [3.496658, 2.913248, -1.398098], [2.511934, 1.418925, -0.070291], [1.426716, 2.386958, -1.013740], [3.411975, 3.725604, -0.662360], [4.512124, 2.501675, -1.355417], [3.343867, 3.290202, -2.427774], [2.728690, 0.606036, -4.139733], [4.116536, 0.610956, -4.787093], [2.270949, 1.573256, -4.411588], [2.083312, -0.141278, -4.656934], [3.993547, 0.974815, -5.822621], [4.816086, 1.275336, -4.271973], [4.576326, -0.382649, -4.829348], [3.568281, -0.581258, -1.500312], [4.997825, -0.071700, -1.603553], [3.452931, -1.547876, -2.003313], [3.306545, -0.682159, -0.437714], [5.679585, -0.910797, -1.400452], [5.215371, 0.321747, -2.600489], [5.207068, 0.746158, -0.905372], [0.620671, -2.350354, 0.095587], [1.959364, -2.997013, -0.189057], [0.000402, -3.165495, 0.500371], [0.645594, -1.585538, 0.889585], [1.976255, -4.042841, 0.137397], [2.162734, -3.031685, -1.255143], [2.805521, -2.510362, 0.297056], [-0.213914, -2.817824, -2.698896], [-1.038614, -2.217722, -3.850329], [-0.626330, -3.789260, -2.344778], [0.832829, -3.003561, -3.008581], [-0.527194, -2.367468, -4.814028], [-2.038986, -2.678319, -3.903117], [-1.152293, -1.108440, -3.747605], [-2.006651, -1.934758, -0.611712], [-2.066128, -2.511752, 0.813370], [-2.499177, -2.615872, -1.329941], [-2.613414, -1.019672, -0.634018], [-3.080745, -2.790277, 1.095985], [-1.504495, -3.450292, 0.898451], [-1.707442, -1.808090, 1.579971], [0.721703, 1.053817, 1.949183], [1.170933, 0.223869, 1.704176], [1.446119, 1.668531, 2.194585]],
  "forces_ev_per_a": [[-0.2, -1.6, -0.4], [-0.4, 1.2, -0.5], [-0.5, 0.0, 0.3], [0.4, 0.3, -1.2], [0.1, -0.4, 1.5], [-0.3, 1.7, -1.4], [0.5, -0.4, 0.8], [0.0, -2.1, 1.2], [-0.2, 0.3, 0.4], [0.4, 0.0, -3.0], [-2.2, -0.6, 2.1], [1.4, 1.1, 0.5], [-0.5, 0.0, -0.1], [0.7, 0.7, -1.5], [0.0, 0.4, 1.6], [1.3, 0.8, -1.2], [-2.4, -0.7, 1.2], [-0.4, 0.5, 0.3], [-0.5, 1.1, 0.5], [0.3, -0.4, -0.2], [0.7, -1.3, 0.7], [-0.2, 0.2, -0.4], [0.5, 0.4, 0.6], [0.0, -1.5, -0.5], [0.9, -0.7, 0.0], [-0.8, 0.1, -0.7], [-0.5, 0.6, 0.3], [-0.5, -1.7, -0.3], [0.0, 0.2, -0.6], [0.4, 0.5, 0.1], [0.3, 0.0, -0.6], [0.8, -0.3, 0.0], [0.3, 0.1, -0.4], [-0.4, 0.2, 0.1], [0.2, 0.0, 0.9], [-0.3, 0.9, -0.3], [0.3, -0.1, 0.0], [0.1, -0.6, 0.2], [0.3, 0.2, 0.7], [0.1, -0.2, 0.4], [-0.2, 0.0, -0.2], [-0.1, 0.2, 0.0], [-0.6, -0.6, -0.2], [0.6, 0.2, -0.2], [0.3, 0.0, 0.3], [-0.2, -0.1, -0.5], [-0.1, 0.4, 0.0], [0.1, -0.3, 0.3], [-0.1, -0.4, 0.0], [0.3, 0.3, 0.4], [0.8, -0.3, -0.2], [0.3, 0.8, -0.6], [0.2, -0.4, -0.1], [-0.1, 0.3, 0.0], [0.2, 0.0, -0.1], [-0.2, -0.1, 0.0], [0.2, 0.5, 0.5], [-0.1, 0.1, -0.5], [0.3, 0.7, -0.1], [-0.5, 0.2, 0.2], [-0.3, -0.1, 0.3], [0.4, 0.3, -0.1], [-0.1, -0.8, -0.1], [-0.6, 0.5, -0.2], [-0.1, -0.3, 0.2], [0.3, 0.2, 0.3], [0.3, -0.4, 0.0], [-0.2, 0.2, -0.2], [-0.5, 0.3, 0.1], [0.0, -0.2, -0.3], [0.8, 0.0, -0.2], [-0.2, 0.6, 0.3], [-0.6, -0.6, -0.1]],
  "mulliken_charge": [-0.472, -0.493, -0.425, 0.551, -0.335, -0.438, -0.094, 0.827, 0.688, -0.064, -0.273, -0.845, -1.176, 0.257, -0.463, -0.874, -0.084, 0.288, 0.826, 0.509, 0.438, 0.412, 0.384, 0.606, 0.618, 0.796, 0.623, 0.738, -0.228, -1.233, 0.397, 0.019, 0.418, 0.300, 0.126, -0.105, -1.647, 0.109, 0.417, 0.402, 0.394, 0.396, 0.043, -1.454, 0.426, 0.165, 0.437, 0.210, 0.287, -0.292, -1.472, 0.011, 0.210, 0.396, 0.227, 0.367, -0.887, -0.863, 0.576, 0.464, 0.310, 0.299, 0.024, 0.808, -1.528, 0.523, -0.893, 0.382, 0.521, 0.329, -0.551, 0.317, 0.319],
  "total_charge": 2,
  "s2": 2.03,
  "orbital_gap_ev": [5.5, 4.9],
  "e_above_lowest_kj_mol": 327.28,
  "spin_multiplicity": 3,
  "total_energy_ev": -121990.7031
}